Entry 1:
{
  "formula": "C5H7N3O",
  "method": "ωB97M-V with the def2-TZVPD basis set",
  "species": ["C", "C", "C", "N", "C", "N", "C", "O", "N", "H", "H", "H", "H", "H", "H", "H"],
  "coordinates": [[0.063, -0.647, -0.942], [0.262, -0.158, 0.480], [-0.775, 0.943, 0.815], [0.102, 2.209, 0.668], [-0.433, 3.389, 0.817], [-0.971, 4.398, 0.926], [1.439, 1.874, 0.566], [2.340, 2.701, 0.424], [1.524, 0.519, 0.584], [0.477, -0.022, -1.672], [-0.989, -0.697, -1.203], [0.374, -1.565, -1.279], [-0.019, -1.045, 1.127], [-1.617, 0.948, 0.078], [-1.224, 0.861, 1.913], [2.542, 0.177, 0.754]],
  "energy_ev": -11815.3457,
  "lumo_energy_ev": 0.5,
  "homo_ev": -9.96,
  "gap_ev": 10.423,
  "smiles": "C[C@@H]1CN(C#N)C(=O)N1"
}

Entry 2:
{
  "formula": "C5H7N3O",
  "method": "ωB97M-V with the def2-TZVPD basis set",
  "species": ["C", "C", "C", "C", "N", "N", "C", "O", "N", "H", "H", "H", "H", "H", "H", "H"],
  "coordinates": [[-0.374, 1.752, 0.891], [1.289, -0.172, 0.219], [-0.655, -0.825, 0.633], [-0.343, 0.439, 0.168], [1.839, -0.157, -1.022], [-0.706, -2.020, 0.033], [-1.750, 0.195, -0.693], [1.947, -0.308, 1.220], [-2.601, 0.274, -1.469], [2.830, -0.319, -1.100], [1.215, -0.142, -1.812], [-1.443, -2.250, -0.624], [-0.053, -2.713, 0.371], [-1.408, 2.011, 1.123], [0.194, 1.699, 1.818], [0.020, 2.537, 0.244]],
  "energy_ev": -11809.3762,
  "lumo_energy_ev": [-0.3, -0.1],
  "homo_ev": [-7.07, -6.91],
  "gap_ev": [6.788, 6.789]
}